[1]
9
Properties=species:S:1:pos:R:3 method="wB97M-V/def2-TZVPD" lumo_energy_ev="-1.677 / -1.679" largest_force_ev_per_a=4.50 homo_energy_ha="-0.375 / -0.375" charge=0 orbital_gap_ev="8.53 / 8.53" e_above_lowest_kj_mol=322.3
H -0.61 -0.84 1.77
C -0.32 0.46 -1.30
C -0.25 -0.39 0.87
H -0.68 0.76 -2.27
C 0.98 0.04 0.59
S 1.35 0.72 -0.90
C -1.03 -0.12 -0.30
F 2.63 -0.26 1.91
H -2.07 -0.36 -0.36


[2]
81
Properties=species:S:1:pos:R:3 method="wB97M-V/def2-TZVPD" lumo_energy_ev=-1.522 largest_force_ev_per_a=3.57 homo_energy_ha=-0.189 charge=0 orbital_gap_ev=3.62 e_above_lowest_kj_mol=355.9
H -1.48 4.39 1.13
H 3.51 2.52 -2.22
H 1.12 1.16 -5.00
O -2.27 0.16 0.17
C 0.53 -0.94 -3.14
C -1.06 3.84 0.28
H -1.42 2.80 0.32
C 1.06 4.92 1.06
H -0.15 -1.34 -0.62
O 0.07 -0.62 3.77
C 3.43 2.13 -1.19
H -0.94 -1.92 6.15
C 0.75 -2.13 -2.37
C 1.78 -3.69 4.96
H -3.32 2.04 -1.24
H -5.39 -1.04 -0.58
H -0.55 -5.25 4.76
C -0.22 2.43 -2.31
C -1.90 -0.65 1.18
H 1.79 -4.47 -6.22
H 0.59 -1.20 5.61
H 3.05 1.10 -1.25
N 0.03 -1.71 1.72
H 0.46 5.66 1.58
H 0.90 -5.41 -5.01
C 0.61 0.28 -5.41
H -1.00 1.28 -3.98
H 3.60 6.81 1.41
C 2.60 3.03 -0.33
C 2.46 4.98 1.16
H 4.45 2.10 -0.79
C -0.58 -4.42 5.47
H -1.45 4.31 -0.64
H 1.18 -2.17 -6.25
C -4.33 -1.13 -0.31
H 2.16 -4.03 5.93
C 0.68 0.67 -1.28
O -2.60 -1.24 1.97
C 1.20 -3.31 -3.05
C -4.41 0.93 1.08
C 0.43 3.90 0.34
H 4.29 4.13 0.39
N -0.45 -0.65 1.20
H 0.57 -2.34 6.98
C -3.73 0.24 -0.09
H -3.82 -1.66 -1.13
H 2.61 -5.06 -4.76
H 2.39 -2.84 4.62
C 0.31 -3.26 5.04
H 2.34 6.52 2.61
N 0.55 2.02 -1.21
H 1.33 0.10 -0.62
H 0.48 -3.10 -0.43
C 1.32 -3.35 -4.43
H -1.63 -4.09 5.56
C 0.13 -2.11 6.00
H 1.38 -4.20 -2.45
H 1.88 -4.51 4.24
C 3.10 6.03 2.00
C 0.72 -0.94 -4.53
H -0.43 0.54 -5.63
C 1.07 -2.16 -5.16
C -0.49 1.35 -3.04
H -4.87 1.25 -1.63
H -5.47 1.09 0.85
H -3.94 1.91 1.27
N 0.20 0.26 -2.48
H 1.07 0.07 -6.38
C 0.37 -2.20 -1.04
C 1.67 -4.64 -5.14
H 3.85 5.59 2.67
H -0.47 3.46 -2.52
H -4.26 -1.72 0.61
H -4.33 0.29 1.96
C 1.21 2.94 -0.32
O -0.08 -2.91 3.64
H -3.34 0.53 -2.20
C -3.82 1.07 -1.37
C 3.21 4.06 0.41
C 0.00 -1.66 3.15
H -0.28 -4.80 6.46


[3]
51
Properties=species:S:1:pos:R:3 method="wB97M-V/def2-TZVPD" lumo_energy_ev=-0.280 largest_force_ev_per_a=0.39 homo_energy_ha=-0.292 charge=0 orbital_gap_ev=7.67 e_above_lowest_kj_mol=141.3
H -0.64 -4.13 3.38
H 2.02 -1.22 -2.37
Cl 5.66 2.67 1.19
H -1.03 1.06 -5.56
H -1.58 -1.40 7.39
C -1.85 -3.30 6.43
H -1.08 -1.14 -3.46
Ag 1.94 -0.31 0.72
H -2.16 1.26 -2.82
H 1.50 -1.08 -4.54
C 0.88 -0.36 -4.00
C -0.68 2.48 -3.32
H -0.03 2.70 -5.21
C -0.85 -3.54 4.26
H 4.13 4.22 0.31
C -2.63 -3.85 7.51
C -1.68 0.33 1.20
C 1.33 -0.38 -2.51
Br -2.94 0.23 -0.28
N -1.59 1.54 -3.60
H -0.14 -1.46 -1.53
C 2.16 0.88 -2.10
C -0.37 -2.23 4.32
H -1.96 -5.08 5.24
C -1.59 -4.07 5.30
C 1.03 -1.23 2.30
C -1.37 -1.99 6.50
O 2.76 0.79 -1.00
C 0.38 -1.68 3.23
H -0.93 -0.44 1.08
H 1.16 0.62 -4.41
O 2.18 1.88 -2.84
H 3.82 2.53 -0.26
H -2.26 0.20 2.11
H -0.43 0.15 -1.56
H -0.99 2.50 -1.29
Br -0.79 2.03 1.28
Cl 2.80 2.97 1.80
C -0.64 -1.47 5.46
H 1.10 2.99 -3.96
H 0.11 3.67 -1.90
N 0.30 -0.55 -1.50
N -0.58 2.96 -2.09
H -0.68 -1.37 -5.13
H -0.25 -0.45 5.52
C -0.60 -0.66 -4.31
H -2.45 0.25 -4.96
N 0.12 3.02 -4.26
N -3.25 -4.29 8.37
C 4.08 3.17 0.57
C -1.44 0.56 -4.68